[1]
C60H81AuO4P | ωB97M-V with the def2-TZVPD basis set

```
147
C60H81AuO4P (ωB97M-V with the def2-TZVPD basis set)
Au 2.002 -0.215 -0.095
C -1.855 0.418 0.349
O -0.506 0.658 -0.081
C -0.328 1.847 -0.763
C -0.483 1.870 -2.154
C -0.679 0.659 -3.070
C -1.248 -0.613 -2.516
C -2.578 -0.924 -2.638
C -3.121 -2.095 -2.078
C -2.255 -2.970 -1.390
C -0.911 -2.742 -1.267
C -0.039 -3.706 -0.491
C -0.365 -3.597 0.985
C -1.483 -4.239 1.501
C -1.908 -4.078 2.819
C -1.194 -3.179 3.597
C -0.062 -2.509 3.128
C 0.524 -1.413 4.003
C -0.080 -0.073 3.655
C -1.260 0.321 4.232
C -1.863 1.558 3.946
C -1.222 2.419 3.020
C -0.067 2.078 2.387
C 0.584 2.989 1.384
C 0.087 2.986 -0.064
C 0.226 4.180 -0.770
C 0.012 4.264 -2.140
C -0.318 3.088 -2.803
C 0.167 5.563 -2.934
C -1.143 5.867 -3.677
C 0.498 6.750 -2.032
C 1.303 5.395 -3.954
C 0.572 0.809 2.708
O 1.665 0.498 2.195
C -3.175 1.992 4.582
C -3.729 0.945 5.549
C -2.945 3.304 5.349
C -4.211 2.221 3.468
C 0.393 -2.798 1.842
O 1.611 -2.328 1.380
C 2.759 -2.638 2.187
C -3.088 -4.892 3.356
C -2.693 -6.377 3.368
C -4.314 -4.701 2.453
C -3.464 -4.476 4.779
C -0.358 -1.551 -1.876
O 0.878 -1.331 -1.896
C -4.600 -2.448 -2.182
C -5.171 -2.664 -0.771
C -5.408 -1.348 -2.871
C -4.742 -3.748 -2.995
H -2.551 0.555 -0.478
H -2.126 1.094 1.157
H -1.892 -0.615 0.697
H 0.305 0.432 -3.487
H -1.309 0.978 -3.899
H -3.224 -0.221 -3.155
H -2.666 -3.869 -0.944
H 1.009 -3.494 -0.671
H -0.250 -4.718 -0.837
H -2.039 -4.899 0.842
H -1.528 -2.954 4.603
H 1.606 -1.361 3.951
H 0.252 -1.627 5.036
H -1.730 -0.352 4.938
H -1.673 3.378 2.783
H 1.648 2.743 1.346
H 0.512 4.011 1.756
H 0.541 5.058 -0.215
H -0.441 3.099 -3.884
H -1.969 5.993 -2.971
H -1.411 5.068 -4.371
H -1.042 6.792 -4.253
H -0.280 6.917 -1.280
H 0.572 7.655 -2.640
H 1.455 6.619 -1.519
H 1.106 4.574 -4.648
H 2.251 5.189 -3.447
H 1.422 6.310 -4.540
H -3.053 0.771 6.391
H -3.920 -0.011 5.051
H -4.678 1.301 5.955
H -2.163 3.186 6.104
H -3.868 3.598 5.856
H -2.654 4.120 4.683
H -4.396 1.299 2.911
H -3.890 2.989 2.761
H -5.156 2.547 3.909
H 2.484 -3.318 2.992
H 3.177 -1.720 2.594
H 3.492 -3.123 1.547
H -2.511 -6.748 2.357
H -3.493 -6.978 3.812
H -1.784 -6.531 3.954
H -4.137 -5.069 1.439
H -4.591 -3.644 2.390
H -5.167 -5.253 2.858
H -2.639 -4.632 5.479
H -4.304 -5.082 5.123
H -3.768 -3.426 4.829
H -5.080 -1.754 -0.170
H -4.665 -3.472 -0.238
H -6.231 -2.921 -0.839
H -5.325 -0.392 -2.346
H -6.462 -1.631 -2.880
H -5.097 -1.203 -3.909
H -4.234 -4.585 -2.511
H -4.321 -3.629 -3.997
H -5.800 -4.007 -3.097
C 6.565 -0.677 -1.908
C 5.388 -0.837 -0.943
C 5.857 -0.613 0.501
C 4.846 -2.272 -1.077
P 3.971 0.329 -1.316
C 3.787 0.155 -3.133
C 4.240 1.076 -4.079
C 4.126 0.821 -5.441
C 3.565 -0.369 -5.886
C 3.113 -1.297 -4.960
C 3.218 -1.034 -3.599
C 4.381 2.124 -0.906
C 4.264 2.334 0.618
C 5.766 2.635 -1.333
C 3.265 2.968 -1.552
H 7.317 -1.437 -1.670
H 7.047 0.296 -1.827
H 6.259 -0.826 -2.944
H 6.534 -1.425 0.783
H 5.022 -0.606 1.209
H 6.406 0.321 0.609
H 5.511 -2.952 -0.537
H 4.820 -2.593 -2.118
H 3.839 -2.382 -0.663
H 4.689 2.007 -3.777
H 4.481 1.558 -6.154
H 3.484 -0.570 -6.948
H 2.670 -2.229 -5.293
H 2.832 -1.757 -2.895
H 5.147 1.988 1.153
H 3.394 1.833 1.050
H 4.168 3.409 0.808
H 6.560 2.170 -0.749
H 5.809 3.710 -1.130
H 5.997 2.490 -2.385
H 2.270 2.569 -1.328
H 3.353 3.044 -2.634
H 3.312 3.982 -1.139
```

Its spin multiplicity is 3. Its gap between HOMO and LUMO (alpha / beta) is 0.3189 / 0.2302 Eh. As for the total charge: +1. The calculation puts the highest occupied orbital energy (alpha / beta) at -10.05 / -10.47 eV.

These are the Mulliken partial charges, in e, on atoms 1 to 4: Au 3.58; C -0.43; O -0.16; C -0.13

[2]
C4H5NO | ωB97M-V with the def2-TZVPD basis set

```
11
C4H5NO (ωB97M-V with the def2-TZVPD basis set)
C 0.182 2.214 0.852
N 0.603 1.537 1.691
O 1.046 0.852 2.578
H -0.224 2.702 -0.002
C -0.890 0.287 -1.579
C -0.423 -0.647 -0.978
C 0.143 -1.785 -0.253
H -1.313 1.103 -2.122
H -0.557 -2.150 0.504
H 0.359 -2.608 -0.943
H 1.072 -1.505 0.253
```

Its gap between HOMO and LUMO is 0.3934 Eh. The calculation puts the highest occupied orbital energy at -9.79 eV.

These are the natural (NBO) partial charges, in e, on atoms 1 to 4: C -0.04; N 0.20; O -0.42; H 0.26

Repeat the second record exactly.
C4H5NO | ωB97M-V with the def2-TZVPD basis set

```
11
C4H5NO (ωB97M-V with the def2-TZVPD basis set)
C 0.182 2.214 0.852
N 0.603 1.537 1.691
O 1.046 0.852 2.578
H -0.224 2.702 -0.002
C -0.890 0.287 -1.579
C -0.423 -0.647 -0.978
C 0.143 -1.785 -0.253
H -1.313 1.103 -2.122
H -0.557 -2.150 0.504
H 0.359 -2.608 -0.943
H 1.072 -1.505 0.253
```

Its gap between HOMO and LUMO is 0.3934 Eh. The calculation puts the highest occupied orbital energy at -9.79 eV.

These are the natural (NBO) partial charges, in e, on atoms 1 to 4: C -0.04; N 0.20; O -0.42; H 0.26